1.
Computed, not measured: 8 unconnected molecules or ions with the total composition C38H98N10O14, with ωB97M-V with the def2-TZVPD basis set.

Geometry as ORCA input:
```
! RIJCOSX wB97M-V def2-TZVPD def2/J DEFGRID3
* xyz 0 1
C 1.932 0.392 2.796
O 0.912 0.728 3.702
C 0.465 -0.352 4.487
C -0.932 -0.015 4.997
N -1.109 1.331 5.529
C -0.141 1.605 6.572
C -0.380 3.000 7.158
O -0.412 4.005 6.160
C 0.813 4.267 5.525
H 2.024 1.122 1.996
H 1.798 -0.580 2.300
H 2.875 0.276 3.346
H 1.144 -0.524 5.331
H 0.412 -1.237 3.843
H -1.164 -0.722 5.808
H -1.655 -0.289 4.223
H -0.811 1.910 4.742
H 0.911 1.592 6.263
H -0.266 0.910 7.410
H 0.435 3.224 7.862
H -1.335 3.078 7.673
H 1.314 3.358 5.165
H 1.551 4.750 6.182
H 0.578 4.907 4.678
C 1.325 -3.241 -0.980
O 0.500 -2.409 -1.736
C -0.885 -2.663 -1.645
C -1.543 -1.961 -2.817
N -1.716 -0.562 -2.481
C -2.099 0.319 -3.610
C -3.601 0.513 -3.700
O -3.995 1.060 -2.465
C -5.380 1.294 -2.407
H 1.235 -4.274 -1.338
H 1.104 -3.160 0.089
H 2.363 -2.952 -1.123
H -1.290 -2.211 -0.725
H -1.125 -3.731 -1.585
H -2.490 -2.474 -3.072
H -0.919 -2.103 -3.702
H -2.424 -0.414 -1.766
H -1.623 0.020 -4.540
H -1.681 1.290 -3.317
H -4.110 -0.453 -3.820
H -3.805 1.171 -4.554
H -6.001 0.425 -2.663
H -5.656 2.105 -3.093
H -5.617 1.574 -1.382
C -2.074 11.453 -0.168
O -1.900 10.111 0.265
C -2.946 9.261 -0.119
C -2.660 7.863 0.367
N -1.607 7.243 -0.443
C -1.546 5.811 -0.353
C -1.129 5.265 1.006
O -0.937 3.876 0.938
C -0.098 3.325 1.923
H -1.123 11.952 0.018
H -2.822 11.913 0.486
H -2.306 11.529 -1.231
H -3.127 9.239 -1.204
H -3.918 9.594 0.291
H -3.586 7.304 0.201
H -2.437 7.905 1.439
H -0.739 7.647 -0.104
H -0.855 5.406 -1.100
H -2.492 5.328 -0.622
H -1.907 5.472 1.767
H -0.286 5.848 1.417
H 0.873 3.821 1.917
H -0.088 2.270 1.651
H -0.506 3.259 2.943
C -3.107 -3.719 6.308
O -3.837 -3.987 5.145
C -3.953 -2.850 4.323
C -4.694 -3.222 3.061
N -4.513 -2.213 2.017
C -4.767 -0.847 2.441
C -4.594 0.142 1.294
O -3.309 0.073 0.730
C -2.443 1.121 1.151
H -3.288 -4.511 7.035
H -3.382 -2.787 6.820
H -2.031 -3.671 6.092
H -2.936 -2.512 4.053
H -4.408 -1.997 4.839
H -5.763 -3.348 3.291
H -4.279 -4.156 2.685
H -5.086 -2.442 1.216
H -4.058 -0.549 3.217
H -5.783 -0.732 2.861
H -4.800 1.139 1.699
H -5.304 -0.079 0.488
H -2.115 0.857 2.166
H -3.019 2.045 1.248
H -1.612 1.264 0.472
C 4.271 -1.176 -0.178
O 4.045 -1.842 1.034
C 4.667 -3.117 1.074
C 4.630 -3.669 2.472
N 4.873 -5.104 2.427
C 4.834 -5.703 3.767
C 3.531 -5.477 4.533
O 3.663 -4.362 5.396
C 2.435 -3.805 5.774
H 3.653 -0.278 -0.214
H 4.024 -1.742 -1.083
H 5.319 -0.854 -0.229
H 5.705 -3.006 0.725
H 4.129 -3.780 0.385
H 3.620 -3.483 2.848
H 5.282 -3.080 3.132
H 5.847 -5.235 2.163
H 5.633 -5.250 4.382
H 5.050 -6.769 3.856
H 3.256 -6.368 5.101
H 2.786 -5.260 3.753
H 1.675 -4.547 6.055
H 2.073 -3.087 5.039
H 2.597 -3.294 6.732
C 2.731 -5.491 -4.035
O 2.733 -4.500 -5.011
C 1.939 -3.396 -4.655
C 1.774 -2.431 -5.796
N 1.222 -3.118 -6.952
C 0.974 -2.213 -8.055
C 0.706 -2.882 -9.381
O -0.637 -3.294 -9.406
C -1.025 -3.829 -10.638
H 3.381 -6.307 -4.358
H 1.740 -5.967 -3.959
H 3.056 -5.175 -3.038
H 2.326 -2.896 -3.748
H 0.946 -3.691 -4.268
H 2.735 -1.938 -6.018
H 1.089 -1.649 -5.456
H 1.863 -3.854 -7.224
H 1.757 -1.436 -8.153
H 0.093 -1.598 -7.828
H 1.401 -3.721 -9.535
H 0.874 -2.159 -10.191
H -0.514 -4.773 -10.863
H -0.806 -3.115 -11.450
H -2.100 -3.993 -10.671
N 0.765 0.402 -0.723
C 1.561 1.068 -1.644
N 1.611 0.338 -2.808
O 2.085 2.164 -1.455
H 0.579 0.962 0.089
H 0.086 -0.177 -1.202
H 2.337 0.514 -3.501
H 1.402 -0.629 -2.590
N 5.663 2.100 -5.016
C 4.404 2.006 -4.469
N 3.936 3.136 -3.862
O 3.782 0.956 -4.465
H 6.136 2.955 -5.241
H 5.928 1.258 -5.495
H 3.106 3.109 -3.292
H 4.537 3.938 -3.835
*
```

Output
* SMILES: COCCNCCOC.COCCNCCOC.COCCNCCOC.COCCNCCOC.COCCNCCOC.COCCNCCOC.NC(N)=O.NC(N)=O
* frontier orbital gap: 9.13 eV
* E_HOMO: -8.5 eV
* energy above the lowest of the compared OMol25 structures with the same formula, charge and spin: 0.0 kcal per mole

Results of the Mulliken charge analysis, in e, for atoms 1 through 99: atom 1 (C): -1.024, atom 2 (O): 0.068, atom 3 (C): -0.650, atom 4 (C): 0.572, atom 5 (N): -0.149, atom 6 (C): -0.340, atom 7 (C): -0.742, atom 8 (O): -0.353, atom 9 (C): -0.464, atom 10 (H): 0.324, atom 11 (H): 0.297, atom 12 (H): 0.323, atom 13 (H): 0.282, atom 14 (H): 0.556, atom 15 (H): 0.389, atom 16 (H): -1.260, atom 17 (H): 0.167, atom 18 (H): 0.196, atom 19 (H): 0.471, atom 20 (H): 0.374, atom 21 (H): 0.332, atom 22 (H): 0.159, atom 23 (H): 0.343, atom 24 (H): 0.163, atom 25 (C): -0.662, atom 26 (O): 0.496, atom 27 (C): -0.889, atom 28 (C): -0.888, atom 29 (N): 0.579, atom 30 (C): -0.781, atom 31 (C): -0.709, atom 32 (O): -0.083, atom 33 (C): -0.950, atom 34 (H): 0.438, atom 35 (H): 0.295, atom 36 (H): -0.327, atom 37 (H): 0.281, atom 38 (H): 0.696, atom 39 (H): 0.319, atom 40 (H): 0.144, atom 41 (H): -0.194, atom 42 (H): 0.450, atom 43 (H): 0.235, atom 44 (H): 0.329, atom 45 (H): 0.444, atom 46 (H): 0.374, atom 47 (H): 0.365, atom 48 (H): 0.183, atom 49 (C): -0.746, atom 50 (O): -0.294, atom 51 (C): -0.639, atom 52 (C): -0.465, atom 53 (N): -0.254, atom 54 (C): -0.895, atom 55 (C): -0.499, atom 56 (O): 0.006, atom 57 (C): -0.064, atom 58 (H): 0.240, atom 59 (H): 0.288, atom 60 (H): 0.312, atom 61 (H): 0.343, atom 62 (H): 0.377, atom 63 (H): 0.414, atom 64 (H): 0.272, atom 65 (H): 0.249, atom 66 (H): 0.296, atom 67 (H): 0.260, atom 68 (H): 0.324, atom 69 (H): 0.342, atom 70 (H): 0.462, atom 71 (H): -0.854, atom 72 (H): 0.331, atom 73 (C): -0.639, atom 74 (O): -0.409, atom 75 (C): -0.102, atom 76 (C): -0.742, atom 77 (N): -0.009, atom 78 (C): -0.234, atom 79 (C): -1.139, atom 80 (O): 0.031, atom 81 (C): -0.273, atom 82 (H): 0.296, atom 83 (H): 0.292, atom 84 (H): 0.209, atom 85 (H): 0.103, atom 86 (H): 0.323, atom 87 (H): 0.312, atom 88 (H): 0.314, atom 89 (H): 0.230, atom 90 (H): 0.022, atom 91 (H): 0.337, atom 92 (H): 0.429, atom 93 (H): 0.337, atom 94 (H): 0.084, atom 95 (H): 0.354, atom 96 (H): -0.206, atom 97 (C): -0.815, atom 98 (O): -0.075, atom 99 (C): -0.440

***

2.
Computed, not measured: a molecular structure, C48H42F6N2O6SbW, with ωB97M-V with the def2-TZVPD basis set.

Geometry as ORCA input:
```
! RIJCOSX wB97M-V def2-TZVPD def2/J DEFGRID3
* xyz 0 4
W 0.044 -0.274 -1.856
C -2.776 -3.869 2.640
C -1.566 -3.016 2.978
C -1.157 -3.132 4.425
O -1.836 -1.651 2.685
C -1.358 -1.328 1.391
C -0.531 -2.580 0.991
O -0.472 -3.363 2.156
C 0.908 -2.528 0.365
O 0.884 -1.655 -0.699
C 2.145 -2.237 1.229
C 2.262 -2.505 2.589
C 3.468 -2.292 3.245
C 4.578 -1.832 2.556
C 4.480 -1.590 1.193
C 3.277 -1.795 0.537
C 1.102 -3.963 -0.242
C 1.925 -4.904 0.361
C 2.071 -6.159 -0.212
C 1.414 -6.479 -1.391
C 0.577 -5.545 -1.984
C 0.417 -4.292 -1.411
C -0.683 0.071 1.345
O -0.237 0.237 0.010
C -1.692 1.204 1.625
C -2.952 1.010 2.173
C -3.749 2.109 2.481
C -3.299 3.395 2.238
C -2.045 3.590 1.668
C -1.249 2.501 1.362
C 0.424 0.303 2.382
C 0.123 0.249 3.744
C 1.097 0.543 4.688
C 2.366 0.938 4.287
C 2.656 1.032 2.935
C 1.692 0.714 1.987
H -3.628 -3.556 3.245
H -2.550 -4.918 2.838
H -3.035 -3.759 1.583
H -1.995 -2.854 5.064
H -0.324 -2.455 4.618
H -0.854 -4.156 4.645
H -2.195 -1.244 0.702
H -1.121 -3.093 0.234
H 1.418 -2.884 3.142
H 3.534 -2.492 4.309
H 5.518 -1.671 3.073
H 5.350 -1.261 0.635
H 3.203 -1.634 -0.529
H 2.445 -4.675 1.280
H 2.713 -6.887 0.269
H 1.553 -7.452 -1.847
H 0.053 -5.783 -2.903
H -0.229 -3.567 -1.881
H -3.310 0.012 2.391
H -4.726 1.951 2.923
H -3.921 4.246 2.490
H -1.687 4.593 1.464
H -0.267 2.642 0.920
H -0.876 -0.007 4.067
H 0.852 0.491 5.742
H 3.120 1.183 5.026
H 3.636 1.364 2.610
H 1.903 0.818 0.937
N -0.455 1.794 -1.868
C -1.172 2.799 -2.015
C -2.653 2.848 -1.816
C -3.314 4.055 -1.599
C -4.666 4.074 -1.304
C -5.385 2.898 -1.195
C -4.744 1.688 -1.406
C -3.402 1.675 -1.724
C -0.427 4.028 -2.415
C 0.846 4.255 -1.894
C 1.546 5.397 -2.251
C 0.992 6.306 -3.139
C -0.263 6.067 -3.682
C -0.971 4.929 -3.329
H -2.767 4.986 -1.633
H -5.163 5.024 -1.145
H -6.440 2.926 -0.951
H -5.285 0.753 -1.333
H -2.900 0.754 -1.917
H 1.265 3.537 -1.199
H 2.527 5.578 -1.829
H 1.543 7.194 -3.423
H -0.693 6.765 -4.388
H -1.923 4.715 -3.798
F 0.146 -1.766 -3.047
Sb -2.347 -1.008 -4.490
F -3.949 -1.447 -5.453
F -1.325 -1.125 -6.071
F -1.610 -1.298 -1.501
F -0.240 0.392 -3.720
F -2.722 0.839 -4.822
O 2.747 -1.546 -4.065
C 2.950 -0.540 -3.447
C 4.206 0.320 -3.536
C 4.054 1.362 -2.427
C 2.679 1.088 -1.877
O 2.128 1.700 -0.967
N 2.092 0.030 -2.487
H 4.236 0.762 -4.531
H 5.083 -0.315 -3.431
H 4.105 2.392 -2.777
H 4.780 1.255 -1.621
*
```

Output
* frontier orbital gap (spin up / spin down): 7.39 / 4.99 eV
* E_HOMO (spin up / spin down): -8.5 / -8.7 eV
* energy above the lowest of the compared OMol25 structures with the same formula, charge and spin: 0.0 kcal per mole

Results of the Mulliken charge analysis, in e, for atoms 1 through 99: atom 1 (W): 2.150, atom 2 (C): -1.782, atom 3 (C): 1.603, atom 4 (C): -1.677, atom 5 (O): -0.322, atom 6 (C): -0.553, atom 7 (C): -0.260, atom 8 (O): -0.387, atom 9 (C): 1.112, atom 10 (O): -0.008, atom 11 (C): 0.275, atom 12 (C): 0.453, atom 13 (C): -0.888, atom 14 (C): -1.002, atom 15 (C): -0.681, atom 16 (C): -0.308, atom 17 (C): 0.305, atom 18 (C): -0.353, atom 19 (C): -0.938, atom 20 (C): -0.739, atom 21 (C): -1.024, atom 22 (C): -0.318, atom 23 (C): 0.386, atom 24 (O): 0.952, atom 25 (C): 0.850, atom 26 (C): -0.259, atom 27 (C): -0.906, atom 28 (C): -0.852, atom 29 (C): -0.379, atom 30 (C): -0.324, atom 31 (C): 0.499, atom 32 (C): -0.558, atom 33 (C): -0.939, atom 34 (C): -0.955, atom 35 (C): -0.768, atom 36 (C): 0.745, atom 37 (H): 0.353, atom 38 (H): 0.416, atom 39 (H): 0.355, atom 40 (H): 0.407, atom 41 (H): 0.344, atom 42 (H): 0.341, atom 43 (H): 0.953, atom 44 (H): 0.395, atom 45 (H): 0.457, atom 46 (H): 0.469, atom 47 (H): 0.368, atom 48 (H): 0.418, atom 49 (H): 0.386, atom 50 (H): 0.471, atom 51 (H): 0.462, atom 52 (H): 0.395, atom 53 (H): 0.463, atom 54 (H): 0.297, atom 55 (H): 0.486, atom 56 (H): 0.461, atom 57 (H): 0.399, atom 58 (H): 0.470, atom 59 (H): 0.176, atom 60 (H): 0.641, atom 61 (H): 0.453, atom 62 (H): 0.388, atom 63 (H): 0.525, atom 64 (H): -0.189, atom 65 (N): -0.653, atom 66 (C): 0.068, atom 67 (C): 0.750, atom 68 (C): -0.345, atom 69 (C): -0.997, atom 70 (C): -0.564, atom 71 (C): -0.963, atom 72 (C): 0.358, atom 73 (C): 0.676, atom 74 (C): -0.383, atom 75 (C): -1.005, atom 76 (C): -0.468, atom 77 (C): -0.907, atom 78 (C): -0.383, atom 79 (H): 0.576, atom 80 (H): 0.429, atom 81 (H): 0.427, atom 82 (H): 0.495, atom 83 (H): -0.119, atom 84 (H): 0.464, atom 85 (H): 0.448, atom 86 (H): 0.416, atom 87 (H): 0.419, atom 88 (H): 0.614, atom 89 (F): -0.757, atom 90 (Sb): 1.686, atom 91 (F): -0.582, atom 92 (F): -0.561, atom 93 (F): -0.759, atom 94 (F): -0.751, atom 95 (F): -0.602, atom 96 (O): -0.588, atom 97 (C): 0.134, atom 98 (C): -0.649, atom 99 (C): -0.636

***

3.
Computed, not measured: 2 unconnected molecules or ions with the total composition C4H10N2, with ωB97M-V with the def2-TZVPD basis set.

Geometry as ORCA input:
```
! RIJCOSX wB97M-V def2-TZVPD def2/J DEFGRID3
* xyz 0 1
C 2.650 -0.189 0.881
C 2.143 -0.137 -0.358
N 1.202 0.787 -0.785
H 2.036 0.222 1.681
H 3.630 -0.523 1.180
H 2.382 -0.846 -1.148
H 0.858 1.355 -0.032
H 0.504 0.391 -1.381
C -2.397 -0.944 -0.732
C -1.633 -0.424 0.222
N -1.474 0.945 0.465
H -3.059 -0.297 -1.296
H -2.360 -1.985 -1.009
H -0.947 -1.031 0.805
H -2.235 1.488 0.080
H -1.300 1.188 1.428
*
```

Output
* SMILES: C=CN.C=CN
* frontier orbital gap: 8.93 eV
* E_HOMO: -8.0 eV
* energy above the lowest of the compared OMol25 structures with the same formula, charge and spin: 44.1 kcal per mole

The molecule's Mulliken atomic charges, reported in e, are given here: atom 1 (C): -0.761, atom 2 (C): 0.040, atom 3 (N): -0.492, atom 4 (H): 0.171, atom 5 (H): 0.242, atom 6 (H): 0.308, atom 7 (H): 0.250, atom 8 (H): 0.252, atom 9 (C): -0.795, atom 10 (C): 0.076, atom 11 (N): -0.481, atom 12 (H): 0.206, atom 13 (H): 0.267, atom 14 (H): 0.295, atom 15 (H): 0.178, atom 16 (H): 0.243

***

What is the energy above the lowest of the compared OMol25 structures with the same formula, charge and spin in the second record? 0.0 kcal per mole

***

Number 3 is which compound? C4H10N2